94
Properties=species:S:1:pos:R:3:forces:R:3:mulliken_charge:R:1 method="wB97M-V/def2-TZVPD" homo_lumo_gap_ha="0.2471 / 0.2532" spin_multiplicity=4 lumo_energy_ev="-6.46 / -6.45" total_energy_ev=-112354.9234 total_charge=+2
Co -0.36613 0.06960 0.41275 0.059 3.133 1.141 -1.0651
P 0.16741 1.94465 -1.30096 0.100 0.549 -0.256 1.3678
N -0.41697 -1.60696 -0.31930 -0.272 -4.417 -1.135 1.0671
N -1.28432 -8.59430 -0.38829 -0.224 -1.280 0.049 -0.5535
N -4.24167 -1.20679 2.69304 -0.652 -0.280 0.113 -1.0769
N -0.44011 1.66863 1.61492 -0.332 0.692 1.108 0.4336
N -5.29465 0.84587 2.94700 -1.108 0.768 -0.146 -0.5575
N 0.66895 -0.90712 2.94550 -0.101 0.258 0.156 0.2868
N -4.19870 0.09402 2.76418 1.220 -0.746 -0.111 1.2295
N 2.24823 -2.30439 4.70554 0.123 -0.831 0.420 -0.6354
N -3.02087 0.59393 2.51229 -0.172 0.597 0.121 -0.8324
N 1.07143 -4.23028 4.30332 -0.070 -0.572 0.049 -0.3879
N -2.21317 0.09151 -0.29524 -2.582 -0.601 -1.628 1.8450
N -4.68220 -0.21393 -1.53498 -0.531 0.840 0.056 -0.4788
N -2.23431 -0.42669 2.25444 0.054 -0.378 0.358 0.4946
N 1.53974 -0.35240 0.50747 2.986 -1.239 -0.718 1.7374
N 4.15447 -1.29737 0.44006 0.667 0.677 0.189 -0.5248
C 0.44014 -2.17666 3.18126 0.213 -0.367 0.415 -0.1415
C 2.45219 -1.02543 4.48964 -0.269 0.335 -0.333 -0.6404
C -3.87572 -1.23595 -1.40251 1.008 -0.579 0.260 -0.5415
C 1.82425 -1.65322 0.18729 1.235 1.531 0.550 0.0549
C 0.12844 -6.72102 -0.11912 -0.097 0.329 -0.114 -0.5960
C -3.41042 3.16425 -3.89298 -0.056 0.006 -0.053 -0.5837
C -4.30089 0.95483 -1.02436 -0.250 -0.440 -0.124 -1.0996
C -0.90641 -5.84384 -0.47446 -0.098 -1.016 -0.017 0.9687
C 1.34672 5.36409 0.67174 0.030 0.027 -0.081 -0.7378
C 1.46398 2.45368 -2.49464 -0.125 -0.243 0.006 0.1470
C 3.81202 2.58188 -3.01025 0.101 0.001 -0.004 -0.6997
C -2.65901 2.03460 -4.18517 -0.051 -0.045 -0.062 -0.9309
C 0.65480 -2.42405 -0.14555 -1.922 -0.025 -0.416 -0.1436
C 3.15142 -2.09287 0.16965 -1.081 -0.339 -0.126 -0.4372
C -0.71347 -4.38927 -0.50663 0.094 0.933 0.014 1.6077
C 3.88220 -0.02577 0.72180 0.078 -0.458 -0.035 -0.5159
C -2.28305 -7.80730 -0.71700 -0.034 0.559 -0.007 -0.4701
C 1.66394 -0.31008 3.60006 0.200 -0.183 0.273 -0.1564
C -2.61193 -1.11285 -0.81023 -1.010 1.718 0.004 -0.1302
C 0.17658 2.92933 1.30410 0.260 0.609 -0.287 -1.0589
C 1.20232 3.39171 -3.49539 0.038 -0.133 0.136 -0.6349
C 1.01221 4.47792 -0.33637 -0.060 0.030 0.168 -0.4738
C 2.58177 0.44672 0.75257 -0.281 -0.191 -0.009 -0.8599
C -1.62408 1.66181 -3.35133 0.055 0.027 0.258 -0.3138
C 0.53398 -3.79723 -0.23877 -0.113 -0.062 -0.113 -1.0306
C -2.99161 -1.51160 2.37354 -0.210 0.272 0.153 -0.2884
C 0.43264 3.24803 -0.03097 -0.149 -0.328 -0.035 0.4163
C -3.08719 1.09728 -0.37503 0.276 -0.252 -0.013 -0.3947
C -3.11838 3.92007 -2.77037 -0.157 0.106 0.025 -1.1060
C 1.11678 5.02964 1.99746 -0.028 -0.036 -0.036 -0.9746
C -1.78198 -3.51146 -0.76623 0.070 -0.039 0.001 -0.9924
C 2.77161 2.02667 -2.28696 -0.119 -0.012 -0.003 -0.2887
C 3.55599 3.56573 -3.95147 -0.021 -0.033 -0.001 -0.6854
C 1.24413 -2.91808 4.08406 -0.021 0.948 -0.400 0.3857
C 2.24901 3.94516 -4.21102 0.021 0.060 -0.081 -0.6980
C -1.61627 -2.14409 -0.66259 1.880 -0.504 0.356 -0.0970
C -2.06518 3.56869 -1.94503 0.248 -0.133 -0.064 -0.0806
C 0.52423 3.81881 2.31399 -0.021 -0.082 0.000 -0.3863
C -1.30750 2.44154 -2.23968 0.049 0.024 0.127 0.4372
C -0.10998 -8.08561 -0.09430 0.156 0.473 0.054 -0.4757
C -2.14466 -6.43009 -0.77119 0.236 0.309 -0.011 -0.5488
H 3.39538 -3.11219 -0.08987 -0.016 -0.169 -0.036 0.4615
H 4.36884 4.03122 -4.48633 0.086 -0.015 -0.093 0.4184
H -4.21801 3.45654 -4.54654 -0.069 0.032 -0.052 0.4354
H 1.40965 -4.40287 -0.08876 0.099 -0.124 0.080 0.4685
H -1.04214 0.77348 -3.56076 0.079 -0.054 -0.132 0.5216
H 0.66188 -8.79099 0.17943 0.147 0.027 0.006 0.3987
H -2.75623 -3.88621 -1.02290 -0.141 -0.117 0.003 0.4648
H -2.86529 1.45678 -5.07160 -0.106 -0.095 -0.091 0.4731
H 3.26404 -0.57043 5.03575 0.109 0.163 0.034 0.4081
H -4.23351 -2.18228 -1.78540 0.105 -0.119 -0.062 0.4296
H 1.39647 5.71453 2.78225 0.013 0.054 0.102 0.4432
H -2.82246 2.03766 0.08472 0.075 0.013 -0.030 0.4298
H 4.72478 0.61980 0.91705 0.033 0.137 0.056 0.4744
H 0.33495 3.56538 3.34859 -0.042 -0.044 0.081 0.5643
H -3.70048 4.79761 -2.53864 -0.103 0.127 -0.020 0.4356
H 1.21890 4.73269 -1.36463 0.045 0.026 -0.051 0.4822
H 0.23060 -4.69862 4.01791 0.021 0.000 0.029 0.2081
H 2.38443 1.48787 0.96694 -0.121 0.070 0.027 0.3827
H -1.44324 1.80545 1.77697 0.216 0.059 0.105 0.4924
H -5.10283 1.75856 3.33918 0.178 -0.202 0.111 0.2787
H -6.04643 0.33426 3.39312 0.234 -0.056 0.049 0.3088
H -1.82236 4.17168 -1.08116 0.023 0.118 0.043 0.4921
H 4.82407 2.25166 -2.83719 0.127 -0.032 0.029 0.4841
H 1.85380 0.73352 3.40542 0.028 0.232 -0.024 0.3917
H 0.19122 3.70562 -3.70734 -0.038 0.054 0.016 0.4260
H -0.38100 -2.64179 2.66024 -0.193 -0.168 -0.139 -0.0262
H 2.04085 4.68490 -4.96922 -0.007 0.065 -0.063 0.4560
H -0.09500 1.32684 2.51504 -0.138 -0.012 -0.101 0.3295
H -2.67494 -2.51925 2.22308 0.165 -0.309 -0.027 0.6257
H -2.99930 -5.83990 -1.05301 -0.132 0.064 -0.045 0.3295
H 1.64383 -4.66944 5.00620 -0.043 0.026 0.014 0.2744
H 2.97551 1.26184 -1.55160 0.062 -0.015 0.000 0.4030
H 1.11576 -6.37265 0.13189 0.128 0.076 0.050 0.3009
H -3.22798 -8.28343 -0.93542 -0.102 -0.001 -0.063 0.4026
H -4.98900 1.77935 -1.13389 0.016 0.134 0.041 0.4961
H 1.80722 6.30696 0.41954 0.022 0.092 0.011 0.4806